Record 1
{"formula": "C14H42O7S4", "method": "ωB97M-V/def2-TZVPD", "elements": ["C", "C", "O", "H", "H", "H", "H", "H", "H", "C", "C", "O", "H", "H", "H", "H", "H", "H", "C", "C", "O", "H", "H", "H", "H", "H", "H", "C", "S", "O", "C", "H", "H", "H", "H", "H", "H", "C", "S", "O", "C", "H", "H", "H", "H", "H", "H", "C", "S", "O", "C", "H", "H", "H", "H", "H", "H", "C", "S", "O", "C", "H", "H", "H", "H", "H", "H"], "xyz": [[-0.06899, 0.79866, -0.98224], [0.32315, -0.66117, -0.75126], [-0.17036, -1.07144, 0.46448], [0.25079, 1.44961, -0.32348], [-1.22253, 0.64880, -1.28943], [0.52743, 1.34839, -1.69307], [1.46794, -0.89851, -0.57284], [-0.00378, -1.32808, -1.41006], [0.19217, -0.53198, 1.27550], [1.50257, 4.25988, -1.30930], [0.56368, 5.48442, -1.54951], [-0.60261, 5.10907, -2.31370], [2.51056, 4.26490, -1.08604], [1.37767, 3.64422, -2.13972], [1.32163, 3.57658, -0.54363], [1.20636, 6.38744, -1.86042], [0.24716, 5.78100, -0.41151], [-0.87111, 6.08094, -2.57573], [-4.16940, 0.37767, -1.99168], [-3.76668, -1.14120, -2.37629], [-5.01439, -1.70850, -2.70114], [-3.33082, 1.04507, -1.86280], [-4.73552, 0.27955, -1.22969], [-4.67989, 1.00209, -2.94286], [-3.50251, -1.79853, -1.52600], [-3.18283, -1.23560, -3.19752], [-5.09246, -1.30070, -3.56051], [2.75569, 0.22923, -3.87374], [2.40500, -1.51340, -4.29666], [1.06735, -1.93407, -3.65522], [2.12316, -1.09616, -5.98566], [2.57519, 0.33527, -2.84010], [2.04355, 0.70056, -4.24872], [3.95902, 0.60353, -4.24281], [2.95396, -0.42925, -6.45436], [1.36989, -0.41702, -5.86244], [1.75774, -1.79082, -6.68397], [-2.43797, 1.64934, 1.68317], [-2.11395, 0.59429, 3.10997], [-2.88253, 1.20635, 4.28203], [-3.06666, -0.76140, 2.54263], [-3.30476, 1.99405, 1.61992], [-2.39679, 1.10929, 0.69206], [-1.59947, 2.49483, 1.78451], [-2.54644, -1.12152, 1.62861], [-4.08749, -0.34529, 2.57811], [-3.04236, -1.58092, 3.19677], [0.52850, -3.30622, 2.99691], [-0.51852, -4.70144, 3.52855], [-0.53736, -5.56023, 2.27375], [0.67361, -5.38901, 4.70635], [-0.11076, -2.79103, 2.47301], [1.36942, -3.46887, 2.38137], [1.08535, -2.79784, 3.80216], [0.60087, -4.81895, 5.80725], [1.64363, -5.42076, 4.13429], [0.13078, -6.29534, 4.91610], [3.11427, 1.48432, 1.99124], [2.01910, 0.85534, 3.32125], [0.84516, 0.15002, 2.55351], [3.01302, -0.52472, 3.78047], [3.97561, 2.01841, 2.32591], [2.58266, 2.31157, 1.52638], [3.32429, 0.78566, 1.15505], [2.49979, -1.13442, 4.46696], [3.90052, 0.00093, 4.35095], [3.25069, -1.18687, 2.99487]], "lowdin_charge": [-0.043, -0.336, -0.152, -0.011, 0.125, 0.044, 0.141, 0.042, 0.041, -0.091, -0.310, -0.109, 0.047, 0.042, 0.023, 0.122, 0.139, 0.139, -0.042, -0.264, -0.097, 0.026, -0.023, 0.141, 0.125, 0.067, 0.066, -0.245, 0.838, -0.544, -0.294, 0.011, -0.068, 0.174, 0.106, 0.002, 0.041, -0.233, 0.816, -0.569, -0.273, -0.052, 0.055, 0.110, 0.058, 0.072, 0.026, -0.247, 0.828, -0.555, -0.300, -0.048, 0.058, 0.051, 0.124, 0.067, 0.011, -0.246, 0.942, -0.609, -0.287, 0.040, 0.032, 0.077, 0.019, 0.107, 0.048], "gap_ha": 0.300, "e_tot_ev": -72859.10019, "relative_energy_kj_mol": 0.0}


Record 2
{"formula": "C26H27N2O4PdSi", "method": "ωB97M-V/def2-TZVPD", "elements": ["Pd", "C", "Si", "C", "N", "C", "C", "C", "C", "C", "C", "C", "C", "C", "C", "C", "C", "C", "C", "C", "C", "C", "H", "H", "H", "H", "H", "H", "H", "H", "H", "H", "H", "H", "H", "H", "H", "H", "H", "H", "H", "H", "H", "H", "H", "H", "O", "C", "O", "C", "C", "C", "N", "C", "C", "C", "O", "O", "H", "H", "H"], "xyz": [[-0.31703, 0.52177, -0.76916], [1.24570, -1.45594, -1.44522], [2.06435, -0.58826, 0.00898], [0.96190, -0.78814, 1.53832], [-0.43265, -0.33813, 1.25808], [-0.87817, 0.76084, 2.16976], [-2.38883, 0.78324, 2.28478], [-2.88737, -0.48810, 2.98879], [-1.98802, -1.68649, 2.63977], [-1.39372, -1.47856, 1.25535], [3.73853, -1.31181, 0.32557], [4.12081, -1.68411, 1.61670], [5.39244, -2.18319, 1.85849], [6.29189, -2.32133, 0.81225], [5.92476, -1.96032, -0.47705], [4.65580, -1.46027, -0.71869], [2.02438, 1.24890, -0.39576], [2.06021, 1.69660, -1.73180], [2.06171, 3.04958, -2.03541], [2.03210, 3.98492, -1.01239], [2.01832, 3.57232, 0.31420], [2.01460, 2.22327, 0.61785], [0.72241, -2.40054, -1.33205], [1.61181, -1.30617, -2.45567], [1.37493, -0.18877, 2.35280], [0.95559, -1.82406, 1.88559], [-0.48495, 1.70247, 1.78746], [-0.43795, 0.58220, 3.15696], [-2.82564, 0.87921, 1.28675], [-2.68770, 1.67832, 2.82909], [-3.91701, -0.69190, 2.69302], [-2.89476, -0.33749, 4.06879], [-2.54799, -2.62110, 2.65867], [-1.17930, -1.79447, 3.36743], [-2.19542, -1.25585, 0.55119], [-0.86230, -2.35589, 0.88707], [3.43302, -1.58512, 2.44822], [5.68036, -2.46379, 2.86274], [7.28265, -2.71236, 1.00120], [6.62723, -2.06897, -1.29231], [4.38560, -1.17884, -1.73058], [2.09466, 0.97866, -2.54407], [2.08036, 3.37324, -3.06725], [2.01829, 5.04045, -1.24831], [2.00359, 4.30555, 1.10908], [2.00968, 1.92247, 1.65930], [-6.90488, -0.26236, -2.48194], [-6.12275, -0.29888, -3.49737], [-6.21889, -0.38344, -4.67674], [-4.76547, -0.18425, -2.72718], [-3.94366, -1.30470, -2.70234], [-2.68599, -1.15847, -2.15483], [-2.26231, 0.00589, -1.65438], [-3.06174, 1.07346, -1.67593], [-4.34766, 1.01663, -2.19199], [-2.51925, 2.37413, -1.10417], [-3.24046, 3.34066, -1.07213], [-1.28119, 2.34233, -0.71153], [-4.26055, -2.25219, -3.11373], [-1.99143, -1.98834, -2.11191], [-4.96267, 1.90547, -2.16235]], "lowdin_charge": [1.030, -0.035, 0.585, -0.217, -0.247, -0.168, -0.159, -0.167, -0.156, -0.181, -0.252, -0.089, -0.067, -0.062, -0.066, -0.089, -0.324, -0.118, -0.055, -0.039, -0.048, -0.091, 0.014, 0.015, 0.088, 0.101, 0.106, 0.134, 0.101, 0.130, 0.116, 0.116, 0.122, 0.117, 0.098, 0.121, 0.096, 0.111, 0.113, 0.112, 0.104, 0.095, 0.117, 0.119, 0.118, 0.105, 0.262, -0.545, 0.184, -0.078, 0.039, -0.092, 0.016, -0.158, 0.096, -0.588, 0.115, -0.110, 0.139, 0.118, 0.151], "gap_ha": [0.313, 0.241], "spin_multiplicity": 5, "e_tot_ev": -49918.27459, "charge": 1, "relative_energy_kj_mol": 0.0}


Record 3
{"formula": "C7H7BrO2", "method": "ωB97M-V/def2-TZVPD", "elements": ["C", "C", "C", "C", "C", "C", "C", "O", "O", "Br", "H", "H", "H", "H", "H", "H", "H"], "xyz": [[-1.62669, 1.48031, -0.00112], [-0.39590, 1.98235, -0.35606], [-1.92973, 0.14091, 0.22964], [-0.00035, -0.69682, -1.33893], [1.32249, -0.53683, 0.63746], [0.85350, -1.94790, 0.36411], [1.01387, 0.12341, -0.70702], [0.80109, 1.51540, -0.64925], [0.03034, -1.86200, -0.82974], [-3.61541, -0.33029, 0.88119], [-2.43678, 2.28619, 0.15445], [-0.46518, 3.13275, -0.48245], [0.44976, 0.04537, 1.24315], [2.26642, -0.34011, 1.22115], [1.76088, -2.54818, 0.02615], [0.20408, -2.42526, 1.14720], [1.76761, -0.01931, -1.53994]], "lowdin_charge": [-0.268, -0.112, -0.568, -0.073, -0.101, -0.148, -0.375, 0.021, -0.075, 0.669, 0.111, 0.163, 0.150, 0.135, 0.143, 0.143, 0.184], "gap_ha": 0.255, "e_tot_ev": -81502.50964, "relative_energy_kj_mol": 637.9}


Record 4
{"formula": "C45H120O15", "method": "ωB97M-V/def2-TZVPD", "elements": ["C", "C", "C", "O", "H", "H", "H", "H", "H", "H", "H", "H", "C", "C", "C", "O", "H", "H", "H", "H", "H", "H", "H", "H", "C", "C", "C", "O", "H", "H", "H", "H", "H", "H", "H", "H", "C", "C", "C", "O", "H", "H", "H", "H", "H", "H", "H", "H", "C", "C", "C", "O", "H", "H", "H", "H", "H", "H", "H", "H", "C", "C", "C", "O", "H", "H", "H", "H", "H", "H", "H", "H", "C", "C", "C", "O", "H", "H", "H", "H", "H", "H", "H", "H", "C", "C", "C", "O", "H", "H", "H", "H", "H", "H", "H", "H", "C", "C", "C", "O", "H", "H", "H", "H", "H", "H", "H", "H", "C", "C", "C", "O", "H", "H", "H", "H", "H", "H", "H", "H", "C", "C", "C", "O", "H", "H", "H", "H", "H", "H", "H", "H", "C", "C", "C", "O", "H", "H", "H", "H", "H", "H", "H", "H", "C", "C", "C", "O", "H", "H", "H", "H", "H", "H", "H", "H", "C", "C", "C", "O", "H", "H", "H", "H", "H", "H", "H", "H", "C", "C", "C", "O", "H", "H", "H", "H", "H", "H", "H", "H"], "xyz": [[0.52472, 1.03908, -6.02264], [0.25969, 1.49284, -7.49238], [0.68597, 0.38008, -8.43220], [-1.11176, 1.80284, -7.66894], [0.03148, 0.08199, -5.85297], [0.13174, 1.78396, -5.33067], [1.59297, 0.95327, -5.82370], [0.81739, 2.37750, -7.79970], [0.26256, 0.53162, -9.42510], [0.25686, -0.54890, -8.05674], [1.76873, 0.28044, -8.50830], [-1.28389, 2.05993, -8.57772], [5.35443, 6.84882, -4.71046], [4.78050, 6.33619, -3.35618], [4.64410, 4.83749, -3.33887], [5.66240, 6.70255, -2.33984], [4.67272, 6.64609, -5.53646], [6.30774, 6.46903, -5.07796], [5.63511, 7.90202, -4.71987], [3.77997, 6.75572, -3.25104], [5.66819, 4.50343, -3.50542], [4.11080, 4.45909, -4.21095], [4.32737, 4.32839, -2.42859], [5.09285, 6.66677, -1.56787], [4.10206, 0.52165, 1.63195], [4.79363, -0.82472, 1.59369], [6.28878, -0.68838, 1.20454], [4.78896, -1.43002, 2.91552], [4.20736, 0.98939, 0.65306], [4.54802, 1.15606, 2.39795], [3.06058, 0.36415, 1.91235], [4.30617, -1.50057, 0.89104], [6.43468, -0.57471, 0.13034], [6.98183, -1.46980, 1.51624], [6.72519, 0.19616, 1.66847], [5.11799, -0.80720, 3.56778], [-3.93332, -2.78381, 3.58437], [-4.30121, -3.59211, 4.82861], [-3.95149, -5.15058, 4.67354], [-3.49485, -3.19921, 5.83274], [-2.94449, -3.15955, 3.32140], [-3.91974, -1.69966, 3.69633], [-4.68888, -2.97657, 2.82275], [-5.33704, -3.46776, 5.14438], [-4.59366, -5.56165, 3.89460], [-4.18598, -5.65144, 5.61282], [-2.90875, -5.32239, 4.40656], [-3.96208, -2.73330, 6.53003], [-0.20030, 5.64906, 0.83584], [0.62661, 4.67417, 0.02322], [0.75495, 4.80652, -1.55099], [1.96674, 4.71889, 0.57840], [-0.08368, 6.67895, 0.49846], [-0.12758, 5.54733, 1.91865], [-1.26353, 5.51222, 0.63854], [0.38253, 3.63664, 0.25138], [1.12244, 5.76488, -1.91786], [-0.16280, 4.62384, -2.10998], [1.36156, 3.95667, -1.86382], [2.08060, 4.11388, 1.31501], [-0.19922, -6.81564, 3.09862], [-0.96417, -5.87534, 2.18224], [-0.51330, -4.44045, 2.27920], [-0.72778, -6.07814, 0.83905], [-0.33335, -7.87337, 2.87207], [-0.46323, -6.68110, 4.14758], [0.87170, -6.66213, 2.96576], [-2.04625, -5.88173, 2.31316], [0.57338, -4.43506, 2.36407], [-0.78350, -4.05605, 3.26273], [-0.95568, -3.81259, 1.50577], [-0.94115, -7.00048, 0.67980], [-2.22538, 5.92174, -4.82259], [-2.05159, 4.38902, -5.03529], [-3.17712, 3.55502, -4.40923], [-2.19131, 4.17212, -6.47980], [-2.44817, 6.15541, -3.78150], [-3.01482, 6.45292, -5.35432], [-1.26171, 6.39378, -5.01398], [-1.01908, 4.13544, -4.79504], [-3.20879, 3.65733, -3.32451], [-3.08716, 2.47192, -4.49225], [-4.12292, 3.95221, -4.77775], [-2.00021, 3.24378, -6.63235], [6.32002, -7.41896, 1.05487], [6.33651, -6.37802, 2.25401], [6.23549, -4.99582, 1.68694], [5.07748, -6.39307, 2.89804], [7.27246, -7.30906, 0.53633], [5.53201, -7.23872, 0.32367], [6.23048, -8.45512, 1.38114], [7.05579, -6.39708, 3.07277], [6.10167, -4.26877, 2.48793], [5.40263, -4.74766, 1.02902], [7.14463, -4.60697, 1.22828], [4.42399, -5.98846, 2.32285], [1.97027, -4.72548, -1.87349], [0.51272, -4.80015, -2.51261], [0.01238, -6.16969, -2.84066], [-0.37798, -4.22450, -1.59003], [2.00883, -5.62268, -1.25571], [2.05157, -3.75554, -1.38287], [2.66229, -4.72067, -2.71562], [0.49071, -4.24086, -3.44792], [-1.06209, -6.11111, -3.01439], [-0.00193, -6.82623, -1.97069], [0.60680, -6.65147, -3.61696], [-0.18875, -4.55340, -0.70820], [-5.93289, -1.36221, 0.38845], [-5.19875, -0.00249, 0.13237], [-3.80840, 0.19020, 0.72257], [-5.06744, 0.29312, -1.27942], [-6.89206, -1.32068, -0.12767], [-6.26781, -1.49688, 1.41694], [-5.46873, -2.27175, 0.00714], [-5.75049, 0.82873, 0.57139], [-3.60632, -0.39448, 1.62001], [-3.68570, 1.17680, 1.16941], [-2.91146, -0.01877, 0.13953], [-4.49086, -0.33059, -1.72681], [-2.77114, -0.27634, -4.24309], [-3.18382, -1.67150, -3.88887], [-2.18632, -2.81441, -4.10574], [-3.52077, -1.59827, -2.52205], [-1.83409, 0.11882, -3.85081], [-3.64694, 0.33067, -4.01370], [-2.66906, -0.31921, -5.32746], [-4.05917, -1.96993, -4.46576], [-2.11736, -3.01892, -5.17416], [-2.56690, -3.70940, -3.61355], [-1.20241, -2.57698, -3.70119], [-2.66405, -1.56642, -2.09008], [-0.86134, 1.10863, 6.50203], [-0.00419, 0.20623, 7.38437], [1.36060, 0.01377, 6.68254], [0.16256, 0.85422, 8.60580], [-0.46748, 2.12498, 6.49828], [-1.86754, 1.32026, 6.86380], [-1.04926, 0.55384, 5.58280], [-0.45570, -0.78538, 7.41494], [1.18548, -0.35640, 5.67240], [2.10483, -0.69123, 7.05294], [1.89330, 0.96473, 6.68768], [-0.55260, 0.58847, 9.18849], [0.55782, 3.64414, 4.30388], [0.76287, 2.43160, 3.40704], [-0.49045, 2.19204, 2.52188], [1.90995, 2.63353, 2.60526], [1.24498, 3.61116, 5.14935], [-0.44914, 3.77476, 4.70021], [0.83868, 4.58130, 3.82331], [0.99668, 1.63030, 4.10800], [-0.75489, 3.11544, 2.00660], [-1.32990, 1.88444, 3.14542], [-0.29367, 1.45078, 1.74734], [2.63826, 2.44877, 3.20278], [-4.11249, 3.80640, 0.94933], [-4.36745, 3.92073, 2.46307], [-3.25182, 4.75000, 3.12512], [-5.56322, 4.58254, 2.56657], [-4.25413, 4.76876, 0.45750], [-4.75028, 3.07085, 0.45913], [-3.08499, 3.58442, 0.66112], [-4.54594, 2.92949, 2.87982], [-2.98628, 4.35050, 4.10389], [-3.40687, 5.80875, 3.33273], [-2.32878, 4.61208, 2.56204], [-6.20680, 4.16844, 1.98698], [0.08366, 0.45073, -1.60852], [0.25536, -0.99311, -1.00213], [1.01914, -1.26158, 0.35029], [-1.00720, -1.71702, -1.11788], [1.00544, 1.01958, -1.73026], [-0.52602, 0.95494, -0.85875], [-0.51575, 0.50395, -2.51734], [0.94890, -1.41211, -1.73119], [2.01534, -0.81926, 0.35491], [1.21081, -2.32812, 0.46808], [0.44504, -0.93290, 1.21659], [-0.74293, -2.63467, -1.21629]], "lowdin_charge": [-0.031, -0.473, -0.065, -0.062, 0.069, 0.064, 0.081, 0.134, 0.077, 0.078, 0.084, 0.101, -0.054, -0.514, -0.072, -0.033, 0.073, 0.073, 0.072, 0.128, 0.079, 0.077, 0.075, 0.094, -0.073, -0.453, -0.059, -0.069, 0.096, 0.081, 0.060, 0.124, 0.075, 0.069, 0.073, 0.079, -0.042, -0.508, -0.027, -0.048, 0.060, 0.072, 0.069, 0.135, 0.071, 0.071, 0.050, 0.102, -0.053, -0.426, -0.021, -0.089, 0.084, 0.062, 0.060, 0.104, 0.071, 0.056, 0.062, 0.035, -0.031, -0.524, -0.057, -0.055, 0.078, 0.084, 0.080, 0.127, 0.085, 0.075, 0.085, 0.100, -0.056, -0.430, -0.045, -0.091, 0.066, 0.078, 0.069, 0.115, 0.070, 0.049, 0.090, 0.028, -0.039, -0.433, -0.109, -0.086, 0.068, 0.071, 0.067, 0.145, 0.079, 0.083, 0.078, 0.072, -0.008, -0.466, -0.055, -0.079, 0.078, 0.060, 0.075, 0.128, 0.085, 0.071, 0.089, 0.070, -0.044, -0.419, -0.047, -0.077, 0.068, 0.060, 0.075, 0.117, 0.056, 0.041, 0.068, 0.019, -0.048, -0.470, -0.037, -0.071, 0.058, 0.084, 0.084, 0.142, 0.081, 0.085, 0.063, 0.051, -0.068, -0.497, -0.057, -0.030, 0.074, 0.075, 0.078, 0.135, 0.069, 0.073, 0.076, 0.096, -0.057, -0.450, -0.016, -0.061, 0.076, 0.070, 0.074, 0.113, 0.047, 0.080, 0.063, 0.091, -0.062, -0.492, -0.030, -0.044, 0.089, 0.066, 0.062, 0.130, 0.065, 0.089, 0.031, 0.093, -0.018, -0.393, -0.019, -0.084, 0.076, 0.060, 0.045, 0.110, 0.051, 0.056, 0.072, 0.017], "gap_ha": 0.355, "e_tot_ev": -79318.63525, "relative_energy_kj_mol": 742.8}